The following is a quantum chemistry calculation of an isolated molecule of CH2BrNO3 at a distorted geometry, from the OMol25 dataset.

Geometry (Å):
Br 1.59196 1.57537 0.12039
O 0.06499 -1.77149 -0.71046
O -0.92877 0.51094 -1.02165
O 1.03191 -1.38244 1.15542
N 0.38698 -1.06901 0.16286
C -0.16258 0.27874 0.11257
H -1.48493 1.38070 -0.84243
H -0.49957 0.47718 1.02330

Lowest unoccupied orbital energy = -0.040 hartree
ΔE to the lowest compared entry with this formula, charge and spin = 21.0 kcal/mol
Orbital gap = 9.683 eV
Net charge = 0
Structure (SMILES) = O=[N+]([O-])[C@H](O)Br
Highest occupied orbital energy = -10.7687 eV
2S+1 = 1

---

The following is a quantum chemistry calculation of an isolated molecule of C5H12N2 at a distorted geometry, from the OMol25 dataset.

Geometry (Å):
N 1.09515 0.79550 0.58287
N 0.57204 1.56322 -1.64856
C -0.29088 -1.94815 0.20195
C -0.59423 -0.65256 1.50005
C -1.41813 -2.09689 -0.52669
C 1.37872 1.79599 -0.43192
C -0.36138 0.68848 0.89334
H -0.56640 1.54063 1.54983
H -1.84184 -3.08491 -0.71779
H 1.35871 -0.12458 0.24261
H 0.02222 -1.05384 2.28762
H -0.96519 0.84289 -0.00402
H 1.04504 2.78566 -0.09848
H 2.44942 1.78927 -0.60879
H 1.08669 1.67763 -2.51812
H 0.34408 0.57515 -1.74068
H -1.62130 -1.32354 -1.26744
H -1.64792 -0.89471 1.56712
H -0.04478 -2.87522 0.73710

Lowest unoccupied orbital energy = 0.013 hartree
ΔE to the lowest compared entry with this formula, charge and spin = 92.0 kcal/mol
Orbital gap = 9.145 eV
Net charge = 0
Structure (SMILES) = C=CCCNCN
Highest occupied orbital energy = -8.7825 eV
2S+1 = 1

---

The following is a quantum chemistry calculation of an isolated molecule of C19H30N2O2 at a distorted geometry, from the OMol25 dataset.

Geometry (Å):
O 2.35153 -2.51420 0.24256
O 3.10602 2.41606 -0.78848
N 0.68972 0.03784 -0.16365
N -3.51317 0.54804 0.31451
C -0.72140 -0.31401 -0.18835
C -4.68784 0.03338 -0.36806
C -3.75226 1.80879 0.99628
C 3.02709 -4.51189 1.46648
C -2.85206 -0.44195 1.14756
C -1.34248 -0.20253 1.20330
C 0.90244 1.47180 -0.28690
C -4.30494 -0.73623 -1.62863
C -3.62385 2.98538 0.03295
C 4.25114 2.20656 1.10353
C 1.55878 -2.14641 -0.78725
C 2.94664 1.69112 1.30729
C 2.28698 1.84337 0.12581
C 2.24355 -3.85182 0.38841
C 5.38357 3.27144 -0.98274
C 0.94080 -3.24456 -1.30833
C 4.29801 2.63799 -0.18765
C 1.38714 -4.35286 -0.54555
C 1.48102 -0.70061 -1.13986
H 6.26091 3.40840 -0.35797
H -3.00464 1.92265 1.78350
H 0.18446 1.97178 0.36770
H -3.75734 3.92330 0.56662
H -1.28999 0.31944 -0.88533
H -5.31238 0.88043 -0.65854
H -2.63890 2.97709 -0.42598
H -1.13847 0.78510 1.61678
H -5.20023 -1.06786 -2.14909
H 1.10736 -5.37830 -0.67713
H -3.70152 -1.60767 -1.38934
H -3.02741 -1.42818 0.71405
H -4.36875 2.92821 -0.75641
H 2.55192 1.25933 2.20305
H 0.73618 1.82853 -1.31959
H 5.04469 2.25078 1.82152
H 5.06130 4.23964 -1.36428
H 0.26107 -3.26739 -2.13642
H -0.88032 -0.93798 1.86260
H -3.26423 -0.45137 2.17183
H 4.09382 -4.35076 1.31476
H -4.74451 1.82743 1.47934
H 1.07691 -0.60189 -2.16304
H 2.82453 -5.57864 1.46671
H -0.80867 -1.34886 -0.52475
H 2.76081 -4.09599 2.43733
H 5.64749 2.64629 -1.83541
H -3.72976 -0.09386 -2.28961
H -5.29194 -0.61133 0.29424
H 2.49118 -0.28304 -1.12038

Lowest unoccupied orbital energy = 0.035 hartree
ΔE to the lowest compared entry with this formula, charge and spin = 64.3 kcal/mol
Orbital gap = 8.898 eV
Net charge = 0
Structure (SMILES) = CCN(CC)CCCN(Cc1ccc(C)o1)Cc1ccc(C)o1
Highest occupied orbital energy = -7.9482 eV
2S+1 = 1

---

The following is a quantum chemistry calculation of a structure of composition CBr3ClS at a distorted geometry, from the OMol25 dataset.

Geometry (Å):
Br 1.44249 -0.91843 0.92495
Br -0.73477 1.34620 1.95223
Br 0.93683 1.73669 -0.79310
Cl -0.52262 -1.86474 -1.82691
S -1.35893 -0.60523 -0.62741
C 0.23700 0.30551 0.37024

Lowest unoccupied orbital energy = -0.039 hartree
ΔE to the lowest compared entry with this formula, charge and spin = 0.0 kcal/mol
Orbital gap = 8.348 eV
Net charge = 0
Highest occupied orbital energy = -9.3964 eV
2S+1 = 1

---

The following is a quantum chemistry calculation of a structure of composition C23H31N7OPRu at a distorted geometry, from the OMol25 dataset.

Geometry (Å):
Ru -0.23363 -1.53986 0.43623
P -0.83452 1.27358 -0.81156
O -0.41439 0.37919 0.39933
N 0.50779 1.91693 -1.45948
N -1.21774 -1.47590 3.03900
N -0.18480 -1.43279 2.34824
N -1.87563 2.35728 -0.23526
N -1.54181 0.30789 -1.94221
N -2.24320 -1.77237 0.91531
N 1.72366 -1.39877 0.58359
C 2.42498 -1.93179 -1.64375
C 2.13149 -1.35127 1.91030
C 1.42393 2.67209 -0.59519
C -0.79644 -0.83038 -2.42811
C -1.93707 3.70239 -0.83804
C -2.71040 2.19118 0.95572
C -3.58843 -1.78394 2.91921
C 3.32210 -1.80028 -2.67794
C 2.70627 -1.22461 4.64660
C 3.71377 -0.31943 -0.33369
C 1.10702 -1.30840 2.89562
C -4.72586 -2.01595 2.14820
C 3.46034 -1.43243 2.35626
C -4.59794 -2.12504 0.77352
C -2.68725 0.74005 -2.76179
C 0.65528 2.23349 -2.88528
C 2.62808 -1.21782 -0.44338
C -3.34456 -1.99153 0.19160
C 4.58161 -0.17000 -1.39303
C -2.37807 -1.67302 2.27022
C 3.73223 -1.35088 3.71093
C 4.40066 -0.91838 -2.55569
C 1.37313 -1.22849 4.24596
H -2.37291 1.10609 -3.74037
H -5.69415 -2.11473 2.62115
H -1.43148 -1.46955 -3.03968
H -1.61453 4.45328 -0.11662
H 0.11876 -0.58230 -2.96880
H 1.62088 -2.65630 -1.71011
H 4.75684 -1.41333 4.05183
H -3.21069 -2.06537 -0.87958
H 3.20850 -2.39470 -3.57433
H -5.45637 -2.31647 0.14472
H 4.26724 -1.60798 1.65834
H -3.36898 -0.09792 -2.90539
H 2.94424 -1.16703 5.70032
H 1.66299 1.96875 -3.20652
H 3.81928 0.29542 0.55064
H -2.44040 2.94428 1.69664
H 1.30402 3.74633 -0.74715
H -3.62614 -1.70135 3.99660
H 5.10205 -0.81491 -3.37344
H -2.95912 3.92031 -1.14834
H 2.45075 2.39934 -0.83904
H 5.40224 0.53121 -1.32390
H -2.55803 1.20555 1.38920
H 0.50401 3.29880 -3.06912
H -0.05824 1.67541 -3.48626
H -3.22302 1.53105 -2.24476
H -3.76138 2.31597 0.69371
H 1.23701 2.44556 0.45398
H -1.29899 3.76395 -1.71712
H -0.47518 -1.48492 -1.57732
H 0.57019 -1.19521 4.96929

Lowest unoccupied orbital energy (spin up / spin down) = -0.445 / -0.445 hartree
Orbital gap (spin up / spin down) = 5.490 / 5.491 eV
Net charge = +3
Highest occupied orbital energy (spin up / spin down) = -17.6095 / -17.6096 eV
2S+1 = 1

---

The following is a quantum chemistry calculation of the ion C6H13N2O3 with charge +1 at a distorted geometry, from the OMol25 dataset.

Geometry (Å):
O -0.44783 -1.48374 1.32713
O -2.19397 1.56813 0.13071
O 1.64584 2.42934 -0.23276
N 1.74264 -1.47908 -0.44412
N 0.16918 0.25673 -1.17193
C 0.53044 0.43583 0.21912
C 1.83907 -0.34682 0.47104
C -1.22208 -0.02906 -1.29933
C -0.78430 -0.11106 1.02897
C 0.77027 1.86221 0.42800
C -1.88319 0.19220 -0.02214
H 2.69967 -1.75747 -0.76436
H 1.10516 -1.17582 -1.17052
H 0.56006 0.93771 -1.80231
H 1.40541 -2.23427 0.00435
H -2.54310 1.72229 1.04233
H -1.72573 0.46846 -2.10000
H 1.77844 -0.68987 1.45037
H -0.92550 0.43247 2.00661
H 2.67035 0.18501 0.19267
H -1.35349 -1.10425 -1.47124
H -1.22514 -2.02542 1.07051
H 0.15608 2.38924 1.19049
H -2.76829 -0.44274 -0.08359

Lowest unoccupied orbital energy (spin up / spin down) = -0.113 / -0.228 hartree
Orbital gap (spin up / spin down) = 7.179 / 7.598 eV
Net charge = +1
Highest occupied orbital energy (spin up / spin down) = -10.2463 / -13.8115 eV
2S+1 = 3